# 1
Here is 11 unconnected molecules or ions with the total composition H22O11 from OMol25. Energies are from wB97M-V/def2-TZVPD.

```
33
Properties=species:S:1:pos:R:3:lowdin_charge:R:1
O 2.049 -2.858 -0.930 -0.05
H 1.722 -3.034 -1.810 0.06
H 2.212 -1.868 -1.005 0.06
O 2.324 2.984 -0.751 -0.05
H 2.451 2.923 0.198 0.05
H 1.377 2.991 -0.955 0.00
O -3.259 -0.719 -0.314 -0.01
H -4.062 -0.368 -0.660 0.04
H -2.631 -0.480 -0.965 0.00
O 0.022 -3.461 0.757 -0.07
H -0.332 -4.337 0.825 0.05
H 0.732 -3.399 0.029 0.04
O -1.941 0.023 2.022 -0.06
H -2.205 -0.721 1.514 0.00
H -0.978 0.063 1.925 0.00
O -2.663 2.110 0.529 -0.08
H -2.524 1.214 0.797 -0.05
H -2.874 2.500 1.412 0.07
O 1.715 -1.991 2.004 -0.06
H 2.450 -2.191 1.432 0.04
H 1.022 -2.636 1.698 0.01
O 2.124 0.093 -0.937 -0.06
H 2.192 1.053 -0.933 0.00
H 1.210 -0.077 -0.618 0.04
O -0.355 3.253 -1.578 0.01
H -0.989 2.831 -1.033 0.01
H -0.677 3.567 -2.382 0.03
O 0.830 0.440 1.834 -0.11
H 0.960 0.747 2.743 0.06
H 1.336 -0.445 1.873 0.01
O -0.588 0.244 -2.132 -0.02
H 0.310 0.578 -2.006 0.01
H -0.960 0.970 -2.583 0.01
```

total charge: 0
SMILES string: O.O.O.O.O.O.O.O.O.O.O

# 2
Here is a single C4H7NO molecule from OMol25. Energies are from wB97M-V/def2-TZVPD.

```
13
Properties=species:S:1:pos:R:3:lowdin_charge:R:1
C 1.237 0.126 1.284 -0.20
N 0.152 -0.820 1.407 0.01
C 0.887 -0.459 -0.024 -0.15
C 0.021 0.420 -0.890 -0.28
C -1.305 0.014 -1.336 -0.11
O -1.163 0.967 -0.283 -0.07
H 0.902 1.145 1.463 0.12
H 2.166 -0.140 1.780 0.10
H -0.750 -0.367 1.296 0.08
H 0.631 -1.549 0.267 0.14
H 0.555 1.153 -1.502 0.15
H -1.722 0.411 -2.259 0.11
H -1.683 -0.964 -1.035 0.12
```

total charge: 0
SMILES string: C1N[C@H]1[C@H]1CO1

# 3
Here is 2 unconnected molecules or ions with the total composition C6H16NO from OMol25. Energies are from wB97M-V/def2-TZVPD.

```
24
Properties=species:S:1:pos:R:3:lowdin_charge:R:1
C -0.881 -1.909 2.080 -0.28
O 0.083 -2.926 2.281 -0.06
C -1.489 -1.971 0.692 -0.17
C -2.527 -1.184 0.398 -0.01
H -0.327 -0.974 2.221 0.11
H -1.653 -1.925 2.850 0.13
H -0.384 -3.741 2.484 0.10
H -0.940 -2.608 0.007 0.11
H -3.037 -1.229 -0.556 0.06
H -2.912 -0.478 1.126 0.07
C 0.538 1.921 -0.812 -0.15
C 1.616 1.851 -1.892 -0.24
C 2.012 3.262 -2.337 -0.08
N 0.256 0.538 -0.262 0.19
H 0.813 2.517 0.056 0.14
H -0.401 2.302 -1.208 0.14
H 1.206 1.273 -2.720 0.12
H 2.510 1.350 -1.514 0.12
H 1.156 3.765 -2.784 0.08
H 2.333 3.869 -1.497 0.08
H 2.814 3.178 -3.063 0.08
H -0.119 -0.080 -0.985 0.16
H 1.121 0.093 0.041 0.17
H -0.453 0.535 0.471 0.13
```

total charge: +1

# 4
Here is a molecular structure, C17H32IInN3O4Se from OMol25. Energies are from wB97M-V/def2-TZVPD.

```
59
Properties=species:S:1:pos:R:3:lowdin_charge:R:1
In 0.265 -0.280 -0.094 0.84
C -1.348 1.431 2.875 -0.16
C -2.600 0.965 2.159 -0.18
O -2.300 -0.224 1.462 -0.24
C -3.353 -0.739 0.670 -0.18
C -3.853 0.216 -0.404 -0.18
O -2.752 0.749 -1.119 -0.18
C -2.927 2.087 -1.547 -0.18
C -1.558 2.696 -1.787 -0.17
O -0.691 2.540 -0.681 -0.21
C -0.968 3.413 0.397 -0.17
C -0.091 3.026 1.568 -0.20
O -0.251 1.688 2.013 -0.25
H -1.583 2.324 3.466 0.14
H -1.018 0.648 3.561 0.14
H -3.390 0.791 2.902 0.14
H -2.955 1.737 1.471 0.11
H -2.952 -1.646 0.216 0.13
H -4.206 -1.024 1.299 0.14
H -4.530 -0.326 -1.074 0.14
H -4.432 1.031 0.043 0.12
H -3.519 2.140 -2.469 0.14
H -3.472 2.649 -0.780 0.12
H -1.064 2.207 -2.626 0.12
H -1.672 3.756 -2.046 0.14
H -0.735 4.449 0.114 0.14
H -2.027 3.379 0.669 0.12
H 0.950 3.108 1.256 0.04
H -0.267 3.725 2.394 0.14
N -0.167 -0.407 -2.763 -0.06
C -0.416 -1.784 -3.224 -0.27
C 0.769 -2.385 -3.971 -0.20
C 1.929 -2.895 -3.119 -0.19
C 2.801 -1.831 -2.441 -0.27
N 2.572 -1.806 -0.993 -0.07
H -1.056 0.023 -2.520 0.02
H 0.226 0.138 -3.524 0.09
H -1.295 -1.822 -3.877 0.11
H -0.648 -2.398 -2.347 0.10
H 1.137 -1.659 -4.705 0.12
H 0.388 -3.224 -4.557 0.11
H 2.556 -3.524 -3.754 0.11
H 1.528 -3.559 -2.346 0.11
H 2.556 -0.838 -2.825 0.09
H 3.856 -2.004 -2.683 0.11
H 3.171 -1.113 -0.556 -0.02
H 2.810 -2.706 -0.589 0.08
Se 2.942 1.646 -0.356 -0.05
I 3.547 1.830 2.031 1.06
C 3.179 -0.120 2.793 -0.66
C 3.987 -0.592 3.813 -0.10
C 3.684 -1.856 4.297 -0.04
C 2.627 -2.560 3.737 -0.03
C 1.907 -1.977 2.708 -0.13
N 2.181 -0.756 2.242 -0.01
H 4.812 -0.013 4.204 0.10
H 4.273 -2.286 5.096 0.12
H 2.366 -3.548 4.088 0.12
H 1.078 -2.492 2.236 0.11
```

total charge: +1

# 5
Here is a molecular structure, C12H30BaN4S3 from OMol25. Energies are from wB97M-V/def2-TZVPD.

```
50
Properties=species:S:1:pos:R:3:lowdin_charge:R:1
Ba -9.901 5.743 9.066 1.62
N -9.611 6.497 11.813 -0.11
C -9.124 5.638 12.877 -0.27
C -8.084 4.669 12.368 -0.17
N -8.507 3.877 11.115 -0.22
C -7.334 3.288 10.482 -0.23
C -6.558 4.129 9.461 -0.25
N -7.311 4.545 8.256 -0.11
C -9.470 2.803 11.551 -0.16
C -10.928 2.945 10.982 -0.27
N -11.010 3.163 9.553 -0.13
H -8.863 7.022 11.394 0.04
H -10.353 7.117 12.156 0.10
H -9.935 5.168 13.372 0.11
H -8.610 6.183 13.681 0.13
H -7.811 3.917 13.194 0.16
H -7.170 5.298 12.146 0.14
H -7.695 2.371 10.031 0.11
H -6.657 2.899 11.237 0.13
H -5.702 3.437 9.154 0.15
H -6.112 5.003 9.978 0.12
H -7.518 3.689 7.724 0.09
H -6.663 5.086 7.654 0.10
H -9.571 2.796 12.673 0.14
H -9.041 1.834 11.205 0.13
H -11.376 3.703 11.597 0.09
H -11.438 2.000 11.302 0.14
H -11.986 3.118 9.190 0.11
H -10.386 2.500 9.107 0.08
C -12.359 9.684 9.413 -0.52
C -13.265 8.947 8.415 -0.55
S -12.857 7.266 8.008 0.78
C -12.622 7.461 6.235 -0.50
C -11.389 8.298 5.809 -0.48
S -9.827 7.744 6.538 0.72
C -9.070 9.211 7.177 -0.53
C -9.610 9.719 8.572 -0.50
S -11.162 10.742 8.529 0.90
H -11.868 9.025 10.130 0.06
H -12.999 10.421 9.985 0.10
H -13.252 9.575 7.470 0.09
H -14.309 8.879 8.752 0.08
H -13.554 7.751 5.779 0.09
H -12.310 6.493 5.881 0.06
H -11.369 9.291 6.233 0.02
H -11.157 8.397 4.736 0.10
H -9.213 9.947 6.393 0.09
H -8.027 8.906 7.367 0.08
H -8.854 10.509 8.863 0.08
H -9.605 8.965 9.394 0.04
```

total charge: +2

| no. | F_max (eV/A) | total energy (a.u.) | frontier orbital gap (eV) |
| --- | --- | --- | --- |
| 1 | 2.89 | -840.8487 | 10.8 |
| 2 | 2.40 | -286.4373 | 10.5 |
| 3 | 1.28 | -367.9206 | 10.3 |
| 4 | 0.20 | -4021.1738 | 6.8 |
| 5 | 2.58 | -1913.8377 | 8.3 |